# 1
Here is an isolated molecule of C3H5N3OS at a distorted geometry from the OMol25 dataset. Energies are from the ωB97M-V functional and the def2-TZVPD basis.

```
! wB97M-V def2-TZVPD RIJCOSX def2/J DEFGRID3
* xyz 0 1
C -0.0804 0.0801 0.9381
H 2.9834 1.3146 0.8695
N -0.5369 -0.6333 -1.4823
N 0.0162 0.0765 -0.4791
N -1.0932 -0.2352 1.7467
C 2.0703 0.5883 0.4476
S -2.6857 -0.1288 0.5938
H 1.8798 0.4775 -1.7792
C 1.4711 0.3720 -0.7963
H -3.4805 -0.0158 1.7285
O 1.1219 0.4253 1.4587
H -0.2049 -1.8356 -1.4265
H -1.4609 -0.4857 -1.8194
*
```

Output
- gap between HOMO and LUMO (eV) = 8.64
- SMILES string = Nn1cco/c1=N/S
- energy (a.u.) = -754.83265
- lowest unoccupied orbital energy (eV) = 0.54

---

# 2
Here is a cluster of 7 separate species, C27H38F4N10P in total at a distorted geometry from the OMol25 dataset. Energies are from the ωB97M-V functional and the def2-TZVPD basis.

```
! wB97M-V def2-TZVPD RIJCOSX def2/J DEFGRID3
* xyz 1 1
H 5.5798 4.3038 -0.9727
H -3.6910 2.7460 3.8939
C -5.3476 -2.3257 -3.3653
N 1.5039 0.6398 1.9699
H 0.9495 -0.1578 2.2645
H 3.8814 -0.1940 1.7795
C -0.7648 1.0632 3.6671
H 1.5465 -0.0753 -0.9233
H 2.9321 -0.0436 3.8369
C -5.3178 -1.3598 -4.3363
F 0.1408 0.4157 4.4287
C 3.1999 -3.1051 0.9361
H -1.7311 -4.3691 -1.3364
C -4.8066 4.5371 3.9371
C -1.4515 0.0538 2.7212
C -2.1917 -2.2100 -1.7239
C 1.7508 -0.4784 -1.9027
N 6.2628 1.1902 -1.6711
H -4.9971 2.0249 1.8767
H 4.4879 2.2765 2.2444
C 0.8582 1.8448 2.0391
C -6.7989 -2.9318 -4.9578
C -6.0312 3.9826 2.1340
H 3.7259 2.4903 -0.1369
N -4.4108 3.3072 3.4810
H -2.5516 -3.7736 1.1756
C 1.8919 -1.6609 -3.8077
C -2.4886 -3.1452 0.3035
N 3.6622 2.0905 2.8077
C 4.6354 2.2898 -0.6774
C 5.5969 3.2369 -1.1139
H 1.8965 2.5750 0.4822
C 4.0912 -3.5119 1.8935
H -1.9622 -2.0710 -2.7671
C 1.3377 -1.6398 -2.4997
H 0.6996 -2.3853 -2.0558
C -6.2396 -1.7451 -5.3481
H 3.1874 -0.1474 -4.8037
H -4.7038 -0.4742 -4.3248
N 2.5285 0.2068 -2.8058
N 1.2737 2.7920 1.2473
H 5.9333 -1.7639 -0.2282
H -2.8967 -0.2086 -1.0462
H -6.3343 5.9175 3.2202
F -2.6676 0.5088 2.3827
H -4.3461 4.9860 4.8006
H 2.1456 -3.2924 0.8172
C 5.0628 1.0435 -1.0373
F -1.5781 -1.1153 3.3705
H 0.0375 2.9303 3.5252
C 2.6210 -0.5146 -3.9654
C 5.3711 -3.0106 1.5259
P 3.1485 0.6396 2.6369
H -7.5355 -3.5562 -5.4333
H -6.4648 -1.2125 -6.2567
N -2.8209 -1.8182 0.3601
N 3.8885 -2.3586 0.0157
H 1.0651 3.7630 1.4467
H -6.4759 -4.1047 -3.2324
C -5.8106 4.9818 3.1206
H 7.5022 2.8437 -2.1999
H -6.7548 4.0098 1.3369
H 3.4788 -1.9546 -0.8066
N -0.1698 2.1345 2.9186
C -5.1539 2.9623 2.3826
H 1.7615 -2.4290 -4.5509
H 6.8287 0.4431 -2.0324
H 4.6116 0.0866 -0.8596
C 6.5868 2.5207 -1.7354
C 5.2141 -2.2950 0.3698
N -6.2516 -3.2764 -3.7520
F -1.6731 1.6009 4.4907
H 3.8597 -4.1270 2.7469
C -2.0747 -3.4141 -0.9749
H -4.8067 -2.4135 -2.4397
C -2.6623 -1.2467 -0.8769
H 6.2995 -3.1626 2.0500
H -0.8821 -0.1281 1.8038
H -3.1426 -1.3362 1.1752
H 2.9514 1.1046 -2.6586
*
```

Output
- gap between HOMO and LUMO (eV) = 5.28
- energy (a.u.) = -2339.71813
- lowest unoccupied orbital energy (eV) = -4.25

---

# 3
Here is a cluster of 2 separate species, C17H31BrClFN3O5P in total from the OMol25 dataset. Energies are from the ωB97M-V functional and the def2-TZVPD basis.

```
! wB97M-V def2-TZVPD RIJCOSX def2/J DEFGRID3
* xyz 0 1
H 0.1574 0.0981 1.0438
H 2.3400 0.4180 -0.1723
H -0.5197 1.9309 3.5048
H 2.3037 -2.0921 -4.5671
C -3.2213 -0.9011 3.6958
H -6.7705 -0.0747 2.3470
Cl -1.2895 -2.8135 3.5095
O -5.8141 -0.2241 2.3542
H -0.3087 -3.1945 -4.2454
H 2.4380 2.8094 2.8145
C 2.3905 0.0265 -2.3015
C -0.6304 -0.5178 -3.6598
H -0.3805 0.5354 -3.7875
H 1.3339 2.1773 1.5782
H 0.9719 -1.5881 -5.5738
H 2.8943 1.3708 1.9186
C 2.2090 0.0482 -4.8778
H -3.6962 -1.6604 3.0751
C 1.1863 -0.2515 2.9527
N 1.3793 -1.0560 -2.2660
N -1.2779 -0.2857 2.5349
C 2.0501 1.8951 2.3636
O -5.1124 2.0338 1.5503
C 0.3827 1.7662 4.1103
H -4.6094 2.8497 1.6684
Br -2.0742 1.6367 0.6928
C 2.2348 0.9604 -1.1092
H -1.2340 -0.7752 4.6072
H 3.0138 1.7259 -1.1575
H 1.6575 0.6298 -5.6194
H 1.2603 1.4537 -1.1166
C 0.1543 -2.8519 -3.3166
O 1.8732 -1.1755 3.2780
C -2.2439 0.5700 2.1583
C 3.7801 -0.6277 -2.2265
C 0.0346 -0.4921 1.9535
H 0.1103 1.2398 5.0275
H -1.2902 -0.6101 -2.7969
H 4.5712 0.1277 -2.2277
H 3.9459 -1.2971 -3.0713
H 1.0070 -3.4944 -3.0943
C 0.6113 -1.4000 -3.4656
P -5.0756 1.0985 2.8376
H 3.1568 1.5346 -3.6217
H -0.5695 -2.9496 -2.5094
C 2.2944 0.8637 -3.5830
H 3.2062 -0.0986 -5.2970
H 1.4203 1.5149 -3.5071
F -3.6910 -0.9742 4.9728
O 0.6827 -1.1539 -1.1426
C -3.3791 0.5148 3.1376
H 0.7469 2.7498 4.4074
H 0.0923 -1.5381 1.6446
H 3.8624 -1.2146 -1.3105
C -1.7049 -1.0854 3.6728
H -3.0755 1.1771 3.9705
C 1.5380 -1.3197 -4.6793
O -5.6092 1.7276 4.0440
N 1.4636 1.0754 3.4251
H -1.1770 -0.8426 -4.5482
*
```

Output
- gap between HOMO and LUMO (eV) = 2.80
- energy (a.u.) = -4682.14367
- lowest unoccupied orbital energy (eV) = -1.92

---

# 4
Here is a structure of composition C34H101AsCsF6N7O20 at a distorted geometry from the OMol25 dataset. Energies are from the ωB97M-V functional and the def2-TZVPD basis.

```
! wB97M-V def2-TZVPD RIJCOSX def2/J DEFGRID3
* xyz 0 1
H 7.4164 -2.8164 1.6101
O 4.8392 3.4660 -1.0020
H 3.3868 1.5521 6.6849
H 0.3819 0.6741 5.4674
H -0.0860 4.9257 3.9433
H -5.0558 -3.0272 2.4101
H 1.6753 2.0121 6.9751
H 0.3317 -0.0308 -9.2253
C 0.3298 3.2837 2.6660
H -2.4849 -0.7769 -2.1075
F -0.9986 -0.6590 -1.3313
H 4.4115 -6.1413 3.3340
C -0.8417 4.6121 -1.9836
F -2.1051 -0.5737 0.9872
H -0.7445 -2.3485 5.0763
H -0.2379 5.1238 -1.2342
H -6.6450 -3.6781 2.3525
C 3.9946 -0.6194 0.0545
H -2.5142 -4.6418 -4.2507
O 0.2681 -0.2925 -6.5004
C 4.0425 2.9614 -2.0693
H 3.8944 -5.5140 4.8126
C -1.3735 -2.7503 4.2819
H -7.8116 5.3517 -1.4769
C -1.5406 -3.8712 -2.7196
H 1.4584 -4.2698 -0.5520
H 5.6274 2.9190 -0.9716
H -4.0341 4.7999 1.0891
H -0.3047 -0.6295 7.1047
O 4.0092 -3.8731 2.0152
H 2.0423 -2.0865 -2.7788
H -1.3164 -3.8342 4.3815
F 1.1070 0.2439 -0.3762
C -4.2455 -1.2850 -1.7779
H -2.7646 -3.4034 1.2437
O 6.6746 -0.3234 0.4997
H 7.3726 -1.3970 2.7632
C 5.1787 1.1267 3.5149
C 2.1258 -3.9088 -6.4202
H -9.2151 4.8029 -0.5897
H 0.6873 -1.1898 -3.5799
O -7.0897 3.6619 0.6472
H -0.5840 -3.3514 0.5508
O 2.0079 0.8828 5.3232
N -7.2433 2.3484 -1.1653
C 2.1141 2.4312 -5.2903
H 1.2411 2.8840 2.2212
C 2.2850 -3.3978 -5.0241
H 2.7349 -1.5079 3.0434
C 1.3033 -5.1055 0.1304
H 3.1998 -1.3221 -0.1956
O -6.1279 -2.3260 0.8549
C -0.6421 -0.3745 -7.2756
C 6.0562 -1.2391 1.0590
H -2.4868 -1.0329 -7.7524
H 2.7643 5.6099 5.6433
O 2.6650 3.3402 4.2460
H -3.7064 3.5584 0.0199
C -6.0841 -2.7626 2.1640
H -2.9320 -2.7124 5.3467
H 4.2049 0.6491 3.4065
As -0.4752 -0.1589 0.3454
O 3.6986 5.5805 0.2671
H 4.1949 2.7348 3.3372
H 4.4366 -0.3865 -0.9142
H -0.9694 -2.4098 3.3285
H -1.6142 2.7193 -4.8116
H -1.8834 5.1332 -3.5418
H 1.6895 3.1367 -6.0045
H -7.7178 2.1887 -2.0425
F 0.0158 -1.8330 0.5530
C -3.6947 3.7641 1.0902
H 3.1153 5.7615 2.2359
H -1.6368 4.1414 -1.4054
H 2.2337 0.4128 7.2971
C 3.5911 5.0114 1.6043
H 6.1555 -2.5815 2.7925
H -1.4251 0.1271 -9.1899
O -2.7326 -2.3514 4.4798
C -7.5505 3.4379 -0.5009
H 2.8661 -3.4528 4.9530
C 1.7382 -1.4750 -3.6283
H -1.2184 1.1851 -4.3618
H -0.4120 1.3747 -8.4627
H 1.4608 2.3472 -4.4219
C -2.3875 -4.3643 0.8936
F -0.0183 0.2802 1.9986
H 3.6300 0.2752 0.5594
H 1.9549 4.5268 6.6886
H 1.5656 0.7125 -6.0936
H -0.2748 3.8124 -2.4603
H -5.4834 1.7133 -0.5676
H -8.7933 4.0338 -2.1323
C -0.5122 0.3008 -8.6202
O -0.5599 -6.5114 0.5885
C 1.8514 5.0196 5.7219
H -0.1441 3.8560 1.8685
H -0.4792 1.0608 7.6364
N 1.8608 -2.1473 -4.8788
H 3.0596 2.8336 -4.9265
H -5.2647 -1.3222 -2.1624
H 3.0314 3.3670 -2.0314
N -1.7523 -1.0094 -7.0596
H 5.4763 -5.0078 4.2487
H -6.3487 0.3804 -1.4584
H 1.5086 -1.6015 -5.6521
H 4.1161 4.8940 -0.2582
N 4.7488 -1.3758 1.0109
N 2.9160 -3.3340 3.9512
C -0.1532 -5.3277 0.4695
H 4.5047 4.7271 2.1264
H 3.0861 -4.1144 -6.8931
H 4.3335 -2.2140 1.3918
H 1.5318 -1.8925 4.2058
C 6.8105 -2.0537 2.0993
H -4.1807 -0.6332 -0.9067
O 2.3556 1.1681 -5.7936
H -3.0143 -4.5846 0.0296
H -2.8927 -1.3379 -5.3091
C -0.8262 0.3108 6.9256
C 1.7586 4.1247 4.5066
O -1.3319 5.5978 -2.9081
C -6.4308 1.2071 -0.7528
H 1.6580 -4.8881 -6.3191
N -0.9862 -4.2767 0.5971
H -6.8577 0.8564 0.1869
H 3.9455 1.8804 -1.9689
H 1.1019 5.8096 5.7689
O 5.0226 2.4035 2.9812
F -0.9475 1.5446 0.0475
H 5.9112 0.4793 3.0328
H 5.4144 1.1943 4.5770
C 2.0877 -2.3210 3.3719
H -1.8929 0.1587 7.0902
H 2.9332 4.1427 1.5780
C -8.3896 4.4651 -1.2163
H -1.2213 -1.8318 -5.1448
H -2.6722 1.3998 -5.4178
H -7.0617 -2.2455 0.6471
H 1.8457 -4.9873 1.0684
H -1.5733 -3.1665 -1.8887
H -2.7061 3.6367 1.5313
H -0.2999 2.4401 2.9488
H 1.5462 -2.7052 2.5074
H -1.3360 -4.8828 -2.3689
C 3.7669 -4.0807 3.1916
C -2.1090 1.7797 -4.5654
C -2.0496 -1.7671 -5.8504
H 2.2422 -0.5217 -3.4695
O -3.0034 1.9629 -3.5185
O -2.7161 -3.9686 -3.5968
H 1.5399 -3.3051 -7.1133
O -3.2993 -0.7386 -2.6144
H -0.7333 -3.5822 -3.3925
H 1.6755 -5.9892 -0.3878
O -0.5702 0.6589 5.5893
H -5.3401 2.7818 1.4385
H -3.1090 1.1536 -3.0130
H -6.4161 -2.0110 2.8802
N 0.6373 4.2475 3.7511
H -2.2579 -2.8010 -6.1256
C 4.4587 -5.2268 3.9253
H 2.2448 1.6583 4.8093
O 2.8361 -4.0688 -4.1869
O -4.4789 2.8591 1.8555
C 2.3460 1.2406 6.5969
H -2.5536 -5.0874 1.6921
H 4.4571 3.3157 -3.0130
Cs -2.8432 0.7553 3.6475
H -3.9811 -2.2960 -1.4680
*
```

Output
- gap between HOMO and LUMO (eV) = 7.87
- energy (a.u.) = -6099.31273
- lowest unoccupied orbital energy (eV) = -0.72

---

# 5
Here is a cluster of 2 separate species, C2H2F4N2O in total at a distorted geometry from the OMol25 dataset. Energies are from the ωB97M-V functional and the def2-TZVPD basis.

```
! wB97M-V def2-TZVPD RIJCOSX def2/J DEFGRID3
* xyz 0 1
F 1.8984 0.4812 -0.6732
O -0.4633 -1.1849 0.2866
H -0.8824 0.3523 -1.1193
C -1.0787 0.0577 -0.1170
F -2.8895 1.4189 -0.2580
H 2.6381 0.2943 1.0188
F -3.0980 -0.7042 -0.3958
N -2.4315 0.2136 0.2997
F 3.1942 -1.1016 0.0742
C 0.0552 -0.1679 0.8019
N 3.0576 0.3405 0.0822
*
```

Output
- gap between HOMO and LUMO (eV) = 10.83
- energy (a.u.) = -661.21502
- lowest unoccupied orbital energy (eV) = 0.10

---

# 6
Here is a cluster of 2 separate species, C6H15INO2 in total at a distorted geometry from the OMol25 dataset. Energies are from the ωB97M-V functional and the def2-TZVPD basis.

```
! wB97M-V def2-TZVPD RIJCOSX def2/J DEFGRID3
* xyz 1 1
N -1.5022 0.5921 -1.6758
O 0.4002 1.9228 1.2926
C 2.7677 2.5719 1.6881
H 3.4498 3.4242 1.6933
H -1.0037 -0.9978 -3.1300
C -2.6513 -1.5770 -0.1957
O 0.2808 -0.1314 -0.1343
H -2.2267 0.5756 -0.9582
H -1.9766 -2.7157 -1.8897
H 1.5603 2.6838 -0.0456
H -1.6338 1.2145 -2.4338
I 1.4595 0.9470 -2.7638
H -2.3125 -0.8079 0.5240
C -0.0171 0.0582 -1.3411
H 0.9551 3.8331 1.3126
C -1.0394 -0.8061 -1.9830
C 1.4009 2.8076 1.0487
H 3.3102 1.8098 1.1858
H 0.4441 0.7146 0.4831
H 2.4938 2.3031 2.7277
H -0.6529 -2.5998 -0.8928
H -3.6014 -1.4118 -0.7523
C -1.5195 -1.9756 -1.2528
H -2.8175 -2.3566 0.4778
H 0.2820 1.8542 2.2781
*
```

Output
- gap between HOMO and LUMO (eV) = 9.81
- energy (a.u.) = -740.21954
- lowest unoccupied orbital energy (eV) = -3.64